Formula: C23H25ClO10
Source: OMol25
Level of theory: ωB97M-V with the def2-TZVPD basis set

Positions of all 59 atoms, in Å:
O 2.6364 -2.2428 2.9022
C 2.5479 -3.0134 2.0191
O 1.5924 -3.9804 1.8427
C 1.4103 -4.0353 0.4456
O 0.3550 -4.2540 -0.0272
C 2.7183 -3.6989 -0.1789
C 3.0774 -3.9957 -1.5907
O 2.3185 -3.1793 -2.4885
C 2.3396 -1.8299 -2.1774
C 1.2078 -1.1993 -1.6832
C 1.2241 0.1499 -1.3436
C 2.4039 0.8734 -1.5027
C 3.5396 0.2595 -2.0248
C 3.5027 -1.0887 -2.3649
C 3.4043 -3.0857 0.7827
Cl 4.9734 -2.4693 0.6667
H 2.8385 -5.0245 -1.8377
H 4.1386 -3.8242 -1.7651
H 0.3152 -1.7983 -1.5476
H 0.3522 0.6416 -0.9438
H 2.4465 1.9223 -1.2201
H 4.4537 0.8191 -2.1501
H 4.3880 -1.5566 -2.7747
O 2.5905 3.8923 -1.4984
C 1.4495 4.2270 -1.3295
C 0.7319 5.4002 -1.9622
C -0.5101 5.5397 -1.0817
C -0.7292 4.1100 -0.6093
O 0.6011 3.5397 -0.5413
H 0.4818 5.1395 -2.9920
H 1.3600 6.2863 -1.9451
H -1.3747 5.9544 -1.5925
H -0.2834 6.1785 -0.2306
H -1.3186 3.5278 -1.3206
H -1.1925 4.0435 0.3629
O -3.0753 -10.0188 -0.3164
C -2.6905 -8.9195 -0.0483
C -1.6975 -8.0737 -0.8251
C -1.3177 -6.9941 0.1866
C -2.5793 -6.9003 1.0313
O -3.1388 -8.2263 1.0270
H -2.2030 -7.6584 -1.6980
H -0.8475 -8.6733 -1.1376
H -1.0290 -6.0487 -0.2579
H -0.4866 -7.3443 0.8019
H -3.3139 -6.2141 0.6044
H -2.3783 -6.6034 2.0577
O -3.1862 5.2663 0.4574
C -2.9645 5.8682 1.4693
C -3.9764 6.3110 2.5087
C -3.1893 7.3367 3.3219
C -1.7628 6.8285 3.1700
O -1.7189 6.2182 1.8659
H -4.2616 5.4441 3.1063
H -4.8529 6.7378 2.0304
H -3.5050 7.4212 4.3594
H -3.2835 8.3208 2.8609
H -1.5088 6.0702 3.9128
H -1.0230 7.6236 3.2135

Results
E_tot, Eh: -2104.0394
Charge: 0
Orbital gap, eV: 8.11
Structure (SMILES): O=C1OC(=O)C(COc2ccccc2)=C1Cl.O=C1CCCO1.O=C1CCCO1.O=C1CCCO1

=====

Formula: C28H23F3N6S3SiTa
Source: OMol25
Level of theory: ωB97M-V with the def2-TZVPD basis set

Positions of all 65 atoms, in Å:
Ta -0.0869 0.2434 -0.1192
N 2.0763 1.3479 3.7375
C 0.8903 1.2467 4.4418
C 0.5991 1.4153 5.7887
C -0.7133 1.2272 6.1662
C -1.6978 0.8942 5.2252
C -1.4066 0.7253 3.8881
C -0.0804 0.8966 3.4921
N 0.5407 0.7870 2.2495
C 1.8168 1.0756 2.4446
C 2.7970 1.1377 1.3833
C 4.0743 1.6110 1.4372
S 4.7757 1.5745 -0.1177
C 3.3257 0.9369 -0.7516
N 2.3947 0.7518 0.1352
H 2.9713 1.6032 4.1183
H 1.3643 1.6882 6.5035
H -0.9919 1.3475 7.2038
H -2.7188 0.7689 5.5592
H -2.1901 0.4904 3.1837
H 4.6229 1.9900 2.2845
H 3.1829 0.7133 -1.7992
S 0.2901 0.5336 -2.5317
C -0.2801 2.1492 -2.9162
C -0.5263 2.4758 -4.2435
C -1.0500 3.7161 -4.5760
C -1.3379 4.0346 -5.9404
N -1.5746 4.2887 -7.0352
C -1.3186 4.6508 -3.5605
C -1.0278 4.3380 -2.2406
C -0.5161 3.0889 -1.9083
S -0.1682 2.7013 -0.2454
C -1.9188 5.9122 -3.8697
N -2.4324 6.9124 -4.1042
H -0.3194 1.7517 -5.0205
H -1.2200 5.0660 -1.4645
F -2.7958 0.8537 -1.0163
C -2.2352 0.3026 0.0886
F -2.5834 1.0950 1.1431
F -2.8767 -0.8693 0.2932
C -0.7960 -2.2710 2.2501
Si 0.3352 -2.7850 0.8289
C 2.1435 -2.4859 1.3091
C -0.0639 -4.5781 0.4457
N -0.0375 -1.6735 -0.5637
C -0.3080 -2.3652 -1.7828
C -1.4939 -2.1178 -2.4773
C -1.7858 -2.8139 -3.6388
C -0.9072 -3.7689 -4.1277
C 0.2796 -4.0098 -3.4522
C 0.5798 -3.3122 -2.2951
H -0.3197 -2.4915 3.2085
H -1.7283 -2.8357 2.2020
H -1.0649 -1.2140 2.2575
H 2.6209 -3.4351 1.5632
H 2.2103 -1.8530 2.1982
H 2.7287 -2.0227 0.5137
H -0.3445 -5.0802 1.3742
H 0.7806 -5.1178 0.0173
H -0.8996 -4.6594 -0.2498
H -2.2121 -1.4077 -2.0950
H -2.7148 -2.6100 -4.1550
H -1.1490 -4.3225 -5.0246
H 0.9693 -4.7555 -3.8254
H 1.5221 -3.4872 -1.7875

Results
E_tot, Eh: -3249.9361
Charge: +1
Orbital gap, eV: 6.52

=====

Formula: C5H8ClNO
Source: OMol25
Level of theory: ωB97M-V with the def2-TZVPD basis set

Positions of all 16 atoms, in Å:
C -0.7432 0.3391 2.0228
C -0.0548 -0.0246 0.7363
C 1.0510 -0.9994 0.8904
C -0.3294 0.5984 -0.4047
Cl -1.5331 1.8577 -0.6254
C 0.3731 0.1542 -1.7186
N -0.4645 0.2326 -2.7800
O 1.4671 -0.3532 -1.8139
H -0.6401 -0.5637 2.7034
H -0.0351 1.0814 2.5334
H -1.7335 0.8429 1.8632
H 1.4400 -0.9545 1.9067
H 0.7826 -2.1112 0.8684
H 1.8287 -0.8996 0.2361
H -1.3626 0.4738 -2.6187
H -0.0461 0.3262 -3.7996

Results
E_tot, Eh: -785.4851
Charge: 0
Orbital gap, eV: 10.11
Structure (SMILES): CC(C)=C(Cl)C(N)=O

=====

Formula: C4H9F
Source: OMol25
Level of theory: ωB97M-V with the def2-TZVPD basis set

Positions of all 14 atoms, in Å:
C 1.8993 0.6651 0.1997
C 0.5258 0.4072 -0.4067
C -0.1289 -0.6477 0.3631
C -2.0669 -0.5354 -0.2361
F -2.2784 0.7360 0.1024
H 2.0107 0.9962 1.2223
H 2.3742 -0.2587 0.1577
H 2.4090 1.3053 -0.4440
H -0.2592 1.2444 -0.2768
H 0.6637 -0.0426 -1.3901
H 0.1015 -1.7125 0.1208
H -0.3726 -0.3400 1.3952
H -2.5803 -1.1981 0.4364
H -2.2978 -0.6193 -1.2439

Results
E_tot, Eh: -257.5714
Charge: 0
Orbital gap, eV: 10.39

=====

Formula: C8H18BClN3
Source: OMol25
Level of theory: ωB97M-V with the def2-TZVPD basis set

Positions of all 31 atoms, in Å:
C 5.1369 5.6032 1.4482
N 4.4641 6.0466 0.2710
C 5.0741 6.2248 -0.9957
C 3.0934 6.1013 0.4834
Cl 2.0485 6.6046 -0.8771
H 6.1819 5.3646 1.2282
H 5.0739 6.3817 2.2334
H 4.6351 4.6970 1.8624
H 6.0691 5.7683 -0.9635
H 4.4559 5.7872 -1.7977
H 5.1581 7.2938 -1.2344
H 2.9205 6.8295 1.3129
H 2.7801 5.1108 0.7058
B -1.5894 4.8829 3.1255
H -1.9226 6.0221 3.1900
H -2.0135 4.1582 2.2690
C -0.3600 4.3733 4.0060
N -1.1841 3.8148 4.9678
C -2.6124 3.8219 4.7418
C -0.4664 3.2897 6.0060
C 0.8608 3.4878 5.7127
N 0.9027 4.1692 4.4773
C 2.1658 4.5598 3.8386
H -3.2524 3.4117 5.5334
H -2.8392 4.8805 4.4940
H -2.8006 3.2649 3.8107
H -0.8711 2.8264 6.8965
H 1.7709 3.2044 6.2343
H 2.9998 4.3089 4.5199
H 2.3335 4.0123 2.8860
H 2.2000 5.6523 3.6457

Results
E_tot, Eh: -964.5815
Charge: +1
Orbital gap, eV: 6.56

=====

Formula: C18H50F3N3O4SiTa
Source: OMol25
Level of theory: ωB97M-V with the def2-TZVPD basis set

Positions of all 80 atoms, in Å:
C -1.7455 0.2328 5.9363
Si -2.1366 0.5340 4.0348
C -4.0798 0.3261 3.8976
C -1.5692 2.3771 3.7039
Ta -0.7831 -1.2274 2.6825
C -1.9448 -0.8648 0.7135
C -1.5194 0.4846 -0.1150
O -1.8568 1.7566 0.5582
C -2.4268 0.4750 -1.5196
F -1.5728 0.3367 -2.7445
F -3.1914 1.7571 -1.6889
F -3.3898 -0.6683 -1.5642
H -1.2927 1.2143 6.4221
H -2.7510 -0.0591 6.4872
H -0.9796 -0.6652 5.9941
H -4.2956 -0.7514 4.3566
H -4.4603 0.3551 2.7907
H -4.5878 1.1053 4.6130
H -2.4117 2.8501 3.0081
H -1.4113 2.9843 4.6917
H -0.5992 2.3098 3.0255
H 0.5632 0.0037 2.2411
H 0.1511 -1.6532 4.2413
H -2.1065 -2.4833 3.1448
H 0.1196 -2.6315 1.8315
H -1.7158 -1.7995 0.0079
H -3.0987 -0.9071 0.9811
H -0.4042 0.5246 -0.4676
H -0.9955 2.2694 0.7548
C 2.9005 4.6651 7.3452
C 2.1418 3.3459 7.4696
C 2.5882 2.2786 6.4436
O 2.0780 2.4849 5.1235
C 2.8250 3.4064 4.3430
N 0.6993 3.6145 7.3758
H 2.5835 5.2541 6.4813
H 2.7316 5.2859 8.2329
H 3.9782 4.4909 7.2645
H 2.3525 2.9481 8.4700
H 2.1820 1.3126 6.7665
H 3.6780 2.1656 6.4273
H 3.8963 3.3586 4.5576
H 2.4479 4.4192 4.4989
H 2.6727 3.1591 3.2886
H 0.1945 2.7441 7.5483
H 0.4924 3.8203 6.3939
C -0.6664 0.2868 -6.7402
C 0.5208 -0.6292 -7.0281
C 1.7821 -0.2814 -6.2039
O 2.5018 0.8568 -6.6855
C 1.9889 2.1053 -6.2445
N 0.7979 -0.6113 -8.4719
H -0.5541 1.2766 -7.1887
H -1.5875 -0.1450 -7.1488
H -0.8110 0.4133 -5.6625
H 0.2164 -1.6456 -6.7495
H 2.4789 -1.1242 -6.2857
H 1.5507 -0.1742 -5.1382
H 1.5851 2.0523 -5.2294
H 1.2281 2.4633 -6.9410
H 2.8077 2.8302 -6.2530
H 1.5327 -1.2916 -8.6705
H 1.2405 0.2876 -8.6847
C -0.1539 -5.0977 -5.0247
C 0.6060 -5.2699 -3.7116
C -0.1847 -4.7870 -2.4736
O -0.2089 -3.3662 -2.3109
C -1.2012 -2.7041 -3.0812
N 1.9057 -4.5912 -3.8201
H -0.1888 -4.0581 -5.3587
H 0.3310 -5.6721 -5.8227
H -1.1818 -5.4630 -4.9331
H 0.7891 -6.3441 -3.5857
H 0.3203 -5.1751 -1.5809
H -1.2001 -5.1987 -2.4577
H -2.1132 -3.2991 -3.1821
H -0.8008 -2.4472 -4.0640
H -1.4538 -1.7678 -2.5757
H 2.4450 -4.7842 -2.9750
H 1.7275 -3.5840 -3.7651

Results
E_tot, Eh: -1826.8023
Charge: -1
Orbital gap, eV: 6.95

=====

Formula: C42H60BrN7O6P
Source: OMol25
Level of theory: ωB97M-V with the def2-TZVPD basis set

Positions of all 117 atoms, in Å:
C 2.5904 -6.7459 -0.8414
C 3.7733 -5.5891 -1.0831
O 4.3887 -4.9417 -0.0751
O 4.1713 -5.3271 -2.4810
C 3.4787 -4.0602 -2.8267
C 1.9177 -4.3066 -3.2658
C 1.1895 -2.8461 -3.6323
C 0.1509 -2.4708 -2.4067
C -1.4045 -2.9118 -2.6754
N -2.4400 -1.8483 -2.5252
C -2.2392 -0.5855 -3.2603
C -1.4847 -0.5874 -4.6909
C -0.4022 0.6794 -4.8374
N 0.7442 0.4975 -3.8676
C 0.9623 1.7083 -2.9828
C 1.8919 1.1646 -1.7035
C 1.2694 1.0403 -0.1825
C 2.2069 0.4672 1.0350
C 3.7602 0.0154 0.6895
C 4.3567 0.1454 -0.8320
C 3.4360 0.7281 -2.0756
O 4.0267 0.7921 -3.4459
C -3.0950 -1.7660 -1.1878
C -4.3498 -2.8731 -1.2086
C -5.1289 -2.9438 -2.6492
C -4.7391 -4.3130 -3.4730
Br -7.1109 -3.0924 -2.1887
P -2.0027 -2.2959 0.3124
O -0.9160 -1.1914 0.6249
C -3.7673 -0.3394 -0.7633
O -5.1202 -0.1791 -0.7517
O -2.9982 0.8842 -0.3792
H 2.9615 -7.4660 0.0038
H 1.6144 -6.1457 -0.5252
H 2.3786 -7.2845 -1.8748
H 3.4732 -3.3252 -1.9133
H 4.0072 -3.5393 -3.7617
H 1.9459 -4.9358 -4.2771
H 1.2804 -4.9348 -2.5103
H 0.6759 -3.0112 -4.6717
H 2.0460 -2.0358 -3.6354
H 0.5204 -3.1127 -1.4703
H 0.1979 -1.3513 -2.0576
H -1.6364 -3.9037 -2.0521
H -1.4451 -3.2754 -3.8127
H -3.3116 -0.1018 -3.4729
H -1.6821 0.1884 -2.5436
H -2.2871 -0.3845 -5.5513
H -0.9001 -1.5383 -5.0075
H 0.0429 0.5720 -5.9398
H -0.9400 1.7165 -4.7737
H 1.6238 0.1767 -4.3380
H -0.0452 2.1809 -2.5869
H 1.5788 2.5791 -3.5150
H 0.1356 1.3383 0.0412
H 1.7397 0.3582 2.1133
H 4.4139 -0.4026 1.5716
H 5.4661 -0.1859 -1.1234
H 4.7346 0.0783 -3.5287
H -5.0595 -2.7458 -0.2724
H -3.8111 -3.9259 -1.0468
H -4.9837 -1.9936 -3.3169
H -4.3330 -4.0540 -4.5577
H -5.7296 -4.9482 -3.6301
H -3.9630 -5.0060 -2.9377
H -2.9088 -2.3124 1.4690
H -1.3718 -3.5900 0.1317
N 1.8417 3.8492 2.0613
C 1.3751 4.9062 1.3241
C 1.7495 6.0680 1.9615
C 2.4725 5.6987 3.1208
C 2.5167 4.3229 3.1561
H 1.7095 2.8725 1.8327
H 0.8166 4.7417 0.4123
H 1.5270 7.0729 1.6269
H 2.9140 6.3646 3.8510
H 2.9685 3.6423 3.8654
N 0.9391 -5.8913 4.2247
C 1.3797 -5.6525 2.9490
C 2.6924 -6.0609 2.8687
C 3.0542 -6.5694 4.1390
C 1.9519 -6.4552 4.9561
H 0.0115 -5.6847 4.5718
H 0.7238 -5.2121 2.2101
H 3.3209 -6.0003 1.9898
H 4.0153 -6.9757 4.4266
H 1.8022 -6.7250 5.9930
N -5.4079 1.9344 3.0127
C -4.7170 1.0898 2.1833
C -3.8495 0.3503 2.9557
C -4.0277 0.7590 4.2990
C -4.9979 1.7361 4.3055
H -6.1109 2.5993 2.7172
H -4.9002 1.0885 1.1172
H -3.1633 -0.4032 2.5913
H -3.5050 0.3809 5.1681
H -5.4296 2.3065 5.1170
N -5.3583 4.7836 0.4455
C -5.8249 5.8406 -0.2917
C -5.4505 7.0024 0.3457
C -4.7275 6.6331 1.5051
C -4.6833 5.2573 1.5403
H -5.4905 3.8069 0.2170
H -6.3834 5.6761 -1.2034
H -5.6730 8.0073 0.0112
H -4.2860 7.2990 2.2352
H -4.2315 4.5766 2.2496
N 6.8001 8.1362 4.3741
C 6.2262 7.5527 3.2747
C 6.0044 6.2249 3.5647
C 6.4549 6.0013 4.8876
C 6.9386 7.1990 5.3645
H 7.0772 9.1068 4.4440
H 6.0269 8.1302 2.3820
H 5.5644 5.4965 2.8960
H 6.4287 5.0672 5.4339
H 7.3696 7.4635 6.3209

Results
E_tot, Eh: -5385.8735
Charge: -1
Orbital gap, eV: 7.04

=====

Formula: C2H11NO7
Source: OMol25
Level of theory: ωB97M-V with the def2-TZVPD basis set

Positions of all 21 atoms, in Å:
O 1.5374 2.4090 2.3592
C 1.3914 2.7254 1.2248
N 0.1071 2.2941 0.5614
C -0.6074 1.1449 1.0628
O -1.3812 0.5198 0.4776
O -0.4372 0.7393 2.3845
H 2.0323 3.2961 0.6497
H 0.1627 2.6045 -0.3530
H 0.0704 1.3882 2.9973
O -0.3198 -3.5183 -0.8615
H -0.9948 -3.2841 -0.2604
H -0.9888 -4.1028 -1.5500
O -1.9561 -2.2951 1.6487
H -1.9982 -2.1291 2.6311
H -1.7879 -1.3028 1.3123
O 1.0273 1.4419 -2.0314
H 1.6449 0.6615 -1.7393
H 0.5223 1.0418 -2.9444
O 0.5665 -0.9832 -2.6776
H 0.5989 -1.0042 -1.7024
H 0.8102 -1.6469 -3.1895

Results
E_tot, Eh: -664.1821
Charge: 0
Orbital gap, eV: 11.28
Structure (SMILES): O=CNC(=O)O.O.O.O.O

=====

Formula: C4H11N3O
Source: OMol25
Level of theory: ωB97M-V with the def2-TZVPD basis set

Positions of all 19 atoms, in Å:
N -0.4631 -1.7204 -0.5007
C -0.9364 -0.2932 -0.1667
C 0.2622 0.5591 0.3538
C 0.7791 0.2072 1.8481
N 2.1337 0.6966 2.2784
C -1.2305 0.5207 -1.5230
N -1.0845 -0.1157 -2.7050
O -1.4251 1.7087 -1.4511
H -1.1478 -2.3229 -0.2874
H 0.3887 -2.1460 -0.3726
H -1.8397 -0.3080 0.4658
H 1.1279 0.5290 -0.3132
H -0.0660 1.5900 0.3563
H -0.0400 0.7368 2.5135
H 0.8578 -0.9298 1.7966
H 2.0541 1.6905 2.2683
H 2.9610 0.4123 1.7056
H -1.3105 0.3067 -3.6553
H -1.0209 -1.1217 -2.6113

Results
E_tot, Eh: -398.1612
Charge: +1
Orbital gap (spin up / spin down), eV: 11.01 / 4.15
2S+1: 2
Expectation value of S²: 0.7593

=====

Formula: C2H3F2N
Source: OMol25
Level of theory: ωB97M-V with the def2-TZVPD basis set

Positions of all 8 atoms, in Å:
C 0.5954 -0.4094 -0.5431
C -3.0794 -0.2102 0.1917
N -0.4974 -0.8008 -0.0603
F -3.1570 0.9801 -0.2436
F -0.4611 -1.8093 0.8793
H 0.5156 0.4469 -1.2585
H 1.4342 -0.9536 -0.1932
H -2.9278 -0.0965 1.2069

Results
E_tot, Eh: -332.2533
Charge: 0
Orbital gap, eV: 9.36

=====

Formula: C2H2N2
Source: OMol25
Level of theory: ωB97M-V with the def2-TZVPD basis set

Positions of all 6 atoms, in Å:
C 0.9715 0.0970 -0.0006
N -0.0737 0.7854 -0.0001
C -1.3967 0.0125 0.0005
N -2.4387 -0.5482 0.0000
H 1.9041 0.6456 0.0023
H 1.0336 -0.9922 -0.0021

Results
E_tot, Eh: -186.8523
Charge: 0
Orbital gap, eV: 11.34
Structure (SMILES): C=NC#N

=====

Repeat the first record exactly.
Formula: C23H25ClO10
Source: OMol25
Level of theory: ωB97M-V with the def2-TZVPD basis set

Positions of all 59 atoms, in Å:
O 2.6364 -2.2428 2.9022
C 2.5479 -3.0134 2.0191
O 1.5924 -3.9804 1.8427
C 1.4103 -4.0353 0.4456
O 0.3550 -4.2540 -0.0272
C 2.7183 -3.6989 -0.1789
C 3.0774 -3.9957 -1.5907
O 2.3185 -3.1793 -2.4885
C 2.3396 -1.8299 -2.1774
C 1.2078 -1.1993 -1.6832
C 1.2241 0.1499 -1.3436
C 2.4039 0.8734 -1.5027
C 3.5396 0.2595 -2.0248
C 3.5027 -1.0887 -2.3649
C 3.4043 -3.0857 0.7827
Cl 4.9734 -2.4693 0.6667
H 2.8385 -5.0245 -1.8377
H 4.1386 -3.8242 -1.7651
H 0.3152 -1.7983 -1.5476
H 0.3522 0.6416 -0.9438
H 2.4465 1.9223 -1.2201
H 4.4537 0.8191 -2.1501
H 4.3880 -1.5566 -2.7747
O 2.5905 3.8923 -1.4984
C 1.4495 4.2270 -1.3295
C 0.7319 5.4002 -1.9622
C -0.5101 5.5397 -1.0817
C -0.7292 4.1100 -0.6093
O 0.6011 3.5397 -0.5413
H 0.4818 5.1395 -2.9920
H 1.3600 6.2863 -1.9451
H -1.3747 5.9544 -1.5925
H -0.2834 6.1785 -0.2306
H -1.3186 3.5278 -1.3206
H -1.1925 4.0435 0.3629
O -3.0753 -10.0188 -0.3164
C -2.6905 -8.9195 -0.0483
C -1.6975 -8.0737 -0.8251
C -1.3177 -6.9941 0.1866
C -2.5793 -6.9003 1.0313
O -3.1388 -8.2263 1.0270
H -2.2030 -7.6584 -1.6980
H -0.8475 -8.6733 -1.1376
H -1.0290 -6.0487 -0.2579
H -0.4866 -7.3443 0.8019
H -3.3139 -6.2141 0.6044
H -2.3783 -6.6034 2.0577
O -3.1862 5.2663 0.4574
C -2.9645 5.8682 1.4693
C -3.9764 6.3110 2.5087
C -3.1893 7.3367 3.3219
C -1.7628 6.8285 3.1700
O -1.7189 6.2182 1.8659
H -4.2616 5.4441 3.1063
H -4.8529 6.7378 2.0304
H -3.5050 7.4212 4.3594
H -3.2835 8.3208 2.8609
H -1.5088 6.0702 3.9128
H -1.0230 7.6236 3.2135

Results
E_tot, Eh: -2104.0394
Charge: 0
Orbital gap, eV: 8.11
Structure (SMILES): O=C1OC(=O)C(COc2ccccc2)=C1Cl.O=C1CCCO1.O=C1CCCO1.O=C1CCCO1

=====

Q: Which of these has the highest E_tot?
A: C2H2N2

=====

Q: What is the charge in the eleventh record?
A: 0

=====

Repeat the eleventh record exactly.
Formula: C2H2N2
Source: OMol25
Level of theory: ωB97M-V with the def2-TZVPD basis set

Positions of all 6 atoms, in Å:
C 0.9715 0.0970 -0.0006
N -0.0737 0.7854 -0.0001
C -1.3967 0.0125 0.0005
N -2.4387 -0.5482 0.0000
H 1.9041 0.6456 0.0023
H 1.0336 -0.9922 -0.0021

Results
E_tot, Eh: -186.8523
Charge: 0
Orbital gap, eV: 11.34
Structure (SMILES): C=NC#N